Record 1
This record from OMol25 describes a cluster of 11 separate species, C40H109N7O11 in total at a distorted geometry. The level of theory is wB97M-V/def2-TZVPD.

Computed properties:
Gap between HOMO and LUMO   9.25 eV
SMILES   COC[C@H](C)N.COC[C@H](C)N.COC[C@H](C)N.COC[C@H](C)N.COC[C@H](C)N.COC[C@H](C)N.COC[C@H](C)N.CC(C)O.CC(C)O.CC(C)O.CC(C)O
ΔE to the lowest compared entry with this formula, charge and spin   21.0 kcal per mole
Maximum force   0.052 hartree/bohr
Total charge   0

Geometry (Å):
C: -1.85 2.33 1.71
H: 1.05 -0.83 -5.62
H: 5.57 0.66 -0.29
H: 2.36 3.32 2.77
H: -2.90 -4.13 2.29
N: 0.03 0.81 5.04
H: 7.23 2.73 -1.91
H: 5.41 -2.97 -1.01
H: 3.14 4.05 -0.60
H: -3.17 -5.12 -0.31
H: 6.14 -0.94 0.35
H: -0.16 -2.13 -3.11
H: -5.28 1.12 3.48
H: 1.25 -4.83 2.60
H: -1.72 2.72 6.02
C: 6.68 4.60 -2.90
C: 0.59 2.18 -1.00
H: 5.13 -1.22 -3.26
H: 1.99 -4.85 -4.25
H: 0.91 -2.68 2.28
C: 1.09 5.13 3.21
H: 1.39 -0.14 -2.70
H: 2.16 0.76 -4.07
H: 6.68 5.06 -1.92
H: -0.70 4.71 -3.40
H: 2.05 -7.42 0.08
N: 0.51 -1.85 -0.33
H: -3.08 0.91 3.57
C: 1.39 3.80 2.46
H: 0.00 2.39 -1.88
H: 6.09 2.84 -4.58
C: 0.45 -0.99 0.86
H: 2.57 -0.98 -3.73
H: 2.61 4.11 -5.39
H: -2.55 -3.34 0.78
H: -5.70 -2.54 -4.05
O: -4.27 -2.06 -2.63
H: -0.61 -0.91 1.19
C: -6.31 -1.20 4.19
O: -1.60 2.27 3.07
O: 1.32 -2.94 -4.31
H: -4.94 -2.80 5.49
H: -8.15 0.47 5.51
N: 5.49 -0.68 -2.46
C: -4.52 -4.03 0.86
H: -3.63 -1.55 5.96
H: -3.07 1.62 -2.07
C: 0.64 -0.75 -4.65
H: -5.00 -3.84 -3.10
C: -2.96 -0.31 -1.66
H: -1.26 3.20 -4.12
H: 6.40 -1.10 -2.25
N: 6.61 2.40 -3.84
N: -2.33 0.93 -2.11
H: 3.71 -0.43 -1.42
O: 0.19 0.94 -0.49
H: -0.20 -4.07 0.27
H: 4.11 -2.87 -2.16
H: -5.04 0.45 -1.09
C: -2.12 1.72 6.10
N: -0.45 0.21 -4.79
C: -4.05 -5.36 0.30
H: 3.72 2.71 0.39
C: 1.15 -5.48 0.48
H: 0.08 -1.43 -1.14
C: -6.18 0.97 2.89
H: -0.82 5.12 3.17
H: 0.15 1.97 -5.25
H: -8.02 -0.24 3.40
H: -4.01 -3.09 -4.43
H: 2.29 -1.74 1.82
C: 1.47 -5.68 1.98
C: 1.22 -1.66 2.04
H: 6.36 1.44 -3.72
H: -1.68 1.42 7.08
H: -3.71 -6.01 1.09
H: 2.42 6.15 1.81
N: -7.45 0.92 4.93
H: 1.48 -2.15 -0.57
H: -1.19 -0.15 -5.38
O: 5.19 3.70 -0.67
C: 0.80 3.55 -4.50
H: -2.50 -1.36 -3.52
H: -0.95 0.51 -3.95
H: -1.00 4.48 -5.24
H: 5.25 1.24 2.11
H: 4.82 2.01 -1.79
H: 1.69 2.24 -1.16
H: -6.97 -1.88 4.72
H: -1.22 1.60 1.18
H: 4.36 3.55 -2.61
H: 5.94 5.06 -3.59
H: -3.24 1.70 6.03
H: 1.00 -6.56 2.42
H: 1.05 4.96 4.34
H: -6.00 0.52 1.93
C: 5.26 -0.36 -0.06
H: 1.13 3.02 -3.55
H: 2.03 0.33 0.28
H: 0.27 2.98 -0.28
H: 0.40 1.76 5.07
H: 1.14 -1.07 2.95
H: -1.67 1.19 -1.39
H: 7.62 4.84 -3.38
H: 3.93 0.38 2.89
H: 1.54 3.99 1.39
C: 5.10 3.08 -1.92
C: -4.75 -2.93 -3.63
H: 4.16 4.38 0.85
C: 1.79 -0.23 -3.75
H: 1.83 -4.76 0.05
H: 2.06 7.10 3.21
H: 0.54 3.09 2.63
H: -1.58 0.20 2.93
C: -3.40 -1.03 -2.97
C: -4.14 -0.06 -0.68
C: 1.79 4.65 -4.91
H: 2.54 -5.80 2.18
C: -4.37 -1.87 5.18
O: -0.12 5.73 2.81
H: -3.41 -2.49 2.06
C: 4.74 0.29 2.18
C: 1.05 -4.32 -4.11
H: 2.22 5.15 -4.03
H: -2.89 2.24 1.48
H: 3.73 -2.78 -0.48
H: 0.23 -7.39 -0.04
H: -5.32 -4.77 2.48
H: 0.90 1.07 1.48
H: -6.03 -1.81 3.29
C: 0.96 0.45 0.56
C: 2.26 6.06 2.89
C: 0.23 -2.14 -4.16
C: 4.65 -0.95 -1.31
H: -4.94 -3.41 0.06
H: -4.72 -5.92 -0.35
C: -7.06 0.06 3.81
C: 6.52 3.14 -2.63
H: 1.31 5.37 -5.56
O: -5.65 -4.25 1.74
H: -3.84 -2.23 4.29
C: -0.65 4.07 -4.27
O: 0.72 2.66 -5.58
O: 4.28 -0.26 0.96
C: 4.48 -2.47 -1.21
H: -6.68 1.18 5.51
H: -1.74 -0.26 5.09
H: -1.49 3.31 1.40
H: 0.30 -4.71 -4.82
C: 1.15 -6.80 -0.21
C: -3.30 -3.44 1.53
H: 5.46 -0.39 2.68
H: -3.80 0.48 0.23
H: -6.68 1.92 2.81
H: 0.20 0.39 5.94
O: -5.24 -0.82 4.97
C: 3.98 3.70 0.04
C: -1.45 0.79 4.98
H: -0.67 -2.48 -4.71
H: 3.18 5.70 3.33
H: 1.22 -6.76 -1.29
H: -4.49 -1.07 -0.41
H: 0.70 -4.49 -3.07
H: -2.23 -0.90 -1.07
H: -3.94 -0.30 -3.62
O: -0.19 -5.04 0.35
C: -1.96 1.01 3.58

These are the Löwdin partial charges, in e, on atoms 1 to 2: C -0.1099; H 0.1304

***

Record 2
This record from OMol25 describes a structure of composition C45H59BN9SSi2Ta at a distorted geometry. The level of theory is wB97M-V/def2-TZVPD.

Computed properties:
Gap between HOMO and LUMO   6.57 eV
ΔE to the lowest compared entry with this formula, charge and spin   0.0 kcal per mole
Maximum force   0.044 hartree/bohr
Total charge   +2

Geometry (Å):
C: 2.04 1.21 -2.55
H: -2.56 -1.82 -1.23
H: -5.25 -1.46 0.79
H: -2.32 5.02 0.96
C: -5.97 -2.39 2.56
H: 0.06 1.77 3.72
N: 4.35 0.14 0.84
C: 2.35 1.16 -3.90
H: -6.45 -3.24 4.47
H: 2.03 -3.00 -3.85
H: 1.94 -0.79 5.73
H: -0.22 3.49 -2.67
C: -2.27 3.01 -4.48
C: -1.25 3.77 -2.44
C: 0.33 -5.45 -2.25
C: -0.87 -1.13 0.98
H: 3.17 -7.19 -1.49
Si: -2.55 -0.35 1.34
H: -5.98 1.67 -1.75
C: 0.03 0.96 -4.38
C: -5.02 -1.72 1.81
H: -4.25 -2.70 5.45
C: -4.47 -2.42 4.43
H: -1.92 0.85 3.40
H: -5.70 -0.05 -3.49
C: -4.42 0.89 -0.51
C: -5.21 0.92 -1.64
C: -0.89 3.70 3.78
H: 3.68 -3.60 -3.76
H: 3.37 1.24 -4.22
H: 0.14 -0.77 3.70
H: -4.60 1.62 0.27
H: -1.82 3.34 4.24
H: 6.34 -0.29 1.39
N: 2.17 2.22 0.45
H: -3.04 3.95 2.15
H: 0.09 -6.03 -1.35
N: 3.55 -0.21 -0.17
C: -5.70 -2.73 3.88
H: -1.44 4.76 -2.84
C: -2.14 1.22 2.39
C: 4.25 -0.98 -0.99
H: 4.88 1.51 2.53
H: -3.95 -1.78 -3.23
C: 5.54 -1.15 -0.50
C: 3.26 -4.07 1.62
H: -2.57 -1.52 4.13
C: 0.73 1.11 -2.05
C: 2.08 -0.43 4.73
C: 3.72 3.57 1.17
C: 3.15 -4.69 0.38
H: 4.59 3.87 1.73
C: 2.63 -3.90 -3.79
C: 1.15 -0.42 3.69
H: 2.86 1.35 -1.86
Si: 2.18 -5.02 -2.32
N: -0.98 2.00 1.93
H: 3.81 -4.53 2.43
C: 3.37 -6.50 -2.30
C: -3.78 -1.37 2.36
C: -5.05 -0.04 -2.63
H: -1.38 3.80 -1.36
C: -1.40 3.07 1.03
H: 4.40 -6.17 -2.21
H: 1.56 0.79 -5.86
C: 2.94 4.31 0.31
H: -3.08 2.87 -2.63
H: -1.87 1.21 -1.61
H: 4.18 0.33 4.61
C: 5.56 -0.42 0.67
H: -6.92 -2.64 2.12
C: -2.10 4.26 1.71
H: -0.29 -4.56 -2.24
C: -0.27 1.11 -3.03
H: 0.02 -6.05 -3.10
H: 2.48 -4.45 -4.72
S: 1.05 -1.89 -1.55
C: 1.97 3.41 -0.13
N: -2.14 2.77 -3.03
C: -1.71 1.36 -2.68
N: 1.97 -2.26 0.82
C: 3.21 0.14 4.17
C: -0.19 2.57 3.03
H: -2.72 3.99 -4.65
H: -0.77 0.83 -5.09
H: -1.29 3.00 -4.94
H: 2.64 -2.35 2.75
N: 2.95 0.46 2.90
C: 2.45 -4.10 -0.66
H: -2.38 0.68 -3.22
C: -3.29 -1.04 -1.34
H: -1.69 5.67 3.30
C: -3.45 -0.09 -0.33
H: 3.05 5.34 0.03
H: -1.05 -2.00 0.35
H: 3.29 -7.06 -3.23
H: 1.19 3.56 -0.84
H: -0.53 -1.57 1.92
C: -4.08 -1.02 -2.48
N: 1.69 0.12 2.60
H: 6.34 -1.71 -0.94
C: 1.89 -2.85 -0.38
H: -0.27 5.20 2.38
H: -0.50 3.45 0.54
C: 2.63 -2.86 1.80
H: 3.62 -5.65 0.23
C: -3.52 -1.75 3.67
C: 1.34 0.94 -4.82
H: 3.82 -1.38 -1.89
N: 3.24 2.33 1.24
B: 3.93 1.13 1.93
H: -2.91 2.27 -4.95
H: -3.02 1.85 2.51
H: -2.08 2.63 0.30
H: -0.24 4.05 4.59
C: -1.20 4.83 2.81
H: 0.74 2.95 2.61
Ta: 0.98 0.04 0.18

These are the Löwdin partial charges, in e, on atoms 1 to 2: C -0.1823; H 0.0970